No. 1
Molecular formula: C4H6FN2
Method: DFT, wB97M-V/def2-TZVPD

Properties
Net charge   +1
Gap between HOMO and LUMO   3.6 eV

Each line ends with the Mulliken charge.
Geometry (Å):
C1 3.5634 -4.2448 0.5085  0.6685
C2 -4.0733 5.1982 0.9241  -0.4016
C3 -2.8536 5.7043 0.9715  -0.3848
C4 1.6838 -5.6520 -2.2401  -0.0029
N1 2.4474 -5.4170 -1.4155  -0.3291
N2 4.4952 -3.7524 -0.0371  -0.0284
F1 2.4959 -3.9413 1.1119  -0.0120
H1 -4.8623 5.7026 1.4762  0.2007
H2 -4.4964 4.1468 0.5441  0.1846
H3 -1.8071 5.1665 0.8366  0.1780
H4 -2.7686 6.7511 1.0588  0.2231
H5 0.9691 -5.7631 -2.9926  0.3464
H6 5.2063 -3.8989 -0.7463  0.3575

---

No. 2
Molecular formula: C5H10O
Method: DFT, wB97M-V/def2-TZVPD

Properties
Net charge   0
Structure (SMILES)   COC1(C)CC1
Gap between HOMO and LUMO   10.5 eV

Each line ends with the Mulliken charge.
Geometry (Å):
C1 2.0461 -0.0033 0.0825  -0.7457
O1 0.8652 -0.3811 0.7942  -0.4367
C2 -0.3738 0.0099 0.1913  1.0240
C3 -0.5796 1.4910 -0.0246  -1.4212
C4 -0.7280 -1.1278 -0.7107  -0.6045
C5 -1.5172 -0.9167 0.5567  -0.7421
H1 2.9066 -0.6523 0.3392  0.2466
H2 1.9475 -0.0479 -1.0170  0.3242
H3 2.3104 1.0137 0.3865  0.2872
H4 -1.5985 1.7480 -0.3406  0.3934
H5 -0.3907 2.0015 0.9244  0.3451
H6 0.1056 1.8875 -0.7825  0.2999
H7 -1.1669 -1.1150 -1.7087  0.2685
H8 0.1595 -1.6803 -0.4829  0.2944
H9 -1.3897 -1.6154 1.3749  0.2188
H10 -2.5487 -0.5460 0.4854  0.2482

---

No. 3
Molecular formula: C23H48As3N3O2P2Pd
Method: DFT, wB97M-V/def2-TZVPD

Properties
Net charge   +4
Gap between HOMO and LUMO   6.6 eV

Each line ends with the Mulliken charge.
Geometry (Å):
Pd1 -1.1748 0.3655 -0.9249  0.5566
C1 2.7531 -4.3827 2.3504  -1.0446
As1 1.8934 -2.7147 1.9494  0.4970
C2 1.2444 -2.7411 0.1434  -0.7977
C3 3.1214 -1.2835 2.3010  0.4092
C4 4.3678 -0.9714 1.7921  -0.5679
C5 5.0832 0.0539 2.4068  -0.7149
C6 4.5655 0.7431 3.4952  -0.6998
C7 3.3097 0.4358 4.0146  -0.6447
C8 2.5907 -0.5740 3.4051  0.3866
As2 0.9062 -1.4012 3.8078  0.3694
C9 0.8526 -2.0717 5.6027  -1.0024
C10 -0.5736 -0.2555 3.3866  -0.7614
H1 3.6162 -4.4082 1.6812  0.4213
H2 2.0919 -5.2239 2.1537  0.4448
H3 3.0857 -4.3817 3.3861  0.3801
H4 2.1803 -2.7460 -0.4229  0.5399
H5 0.6124 -1.9084 -0.1715  -0.0941
H6 0.7156 -3.6786 -0.0251  0.5127
H7 4.8079 -1.5172 0.9665  0.5529
H8 6.0758 0.2985 2.0514  0.4957
H9 5.1585 1.5213 3.9581  0.5013
H10 2.9359 0.9729 4.8776  0.5299
H11 0.9351 -1.1640 6.2075  0.4253
H12 1.6994 -2.7280 5.7885  0.3884
H13 -0.0897 -2.5774 5.8016  0.4425
H14 -0.3265 0.6943 3.8651  0.4483
H15 -1.4922 -0.6614 3.8046  0.4416
H16 -0.6570 -0.1235 2.3086  0.0760
C11 -3.8809 1.9166 -2.2114  -1.2639
P1 -2.0911 2.0435 -2.0926  1.0002
C12 -1.6877 3.6689 -1.4404  -1.1708
C13 -1.4803 2.0204 -3.7976  -0.7347
C14 -1.5888 0.5964 -4.2899  -1.1937
P2 -0.9489 -0.5079 -2.9857  1.0283
C15 -1.9109 -2.0184 -3.2038  -1.2616
C16 0.7648 -0.8926 -3.4091  -1.1341
H17 -4.2508 2.7718 -2.7825  0.4535
H18 -4.3339 1.9341 -1.2208  0.3669
H19 -4.1647 0.9943 -2.7154  0.3564
H20 -1.9361 4.4050 -2.2086  0.4585
H21 -0.6265 3.7280 -1.2093  0.1527
H22 -2.2691 3.8892 -0.5451  0.4553
H23 -0.4447 2.3668 -3.7532  0.2341
H24 -2.0410 2.7143 -4.4291  0.5688
H25 -1.0621 0.4465 -5.2342  0.5670
H26 -2.6242 0.2977 -4.4709  0.3680
H27 -1.8081 -2.3689 -4.2337  0.5334
H28 -2.9589 -1.8040 -2.9993  0.2001
H29 -1.5696 -2.8067 -2.5330  0.3734
H30 0.8507 -0.9702 -4.4942  0.5076
H31 1.0520 -1.8536 -2.9808  0.3515
H32 1.4235 -0.1063 -3.0385  0.1501
C17 -3.9265 -3.6389 -0.1917  -1.0409
As3 -4.1305 -1.8223 0.3855  0.3890
C18 -5.6523 -1.0864 -0.5118  -1.0713
C19 -4.4969 -1.8284 2.2630  -1.0047
O1 -2.7441 -0.9327 0.0828  -0.3256
H33 -4.7555 -4.2372 0.1847  0.4281
H34 -2.9903 -4.0346 0.1982  0.3168
H35 -3.9231 -3.6848 -1.2792  0.3365
H36 -6.5260 -1.7078 -0.3156  0.4443
H37 -5.4698 -1.0655 -1.5849  0.3095
H38 -5.8371 -0.0807 -0.1391  0.3548
H39 -5.2816 -2.5491 2.4914  0.4322
H40 -4.8234 -0.8368 2.5709  0.3725
H41 -3.5896 -2.1084 2.7950  0.2121
C20 4.1590 4.6116 -0.6128  -1.1562
N1 3.0655 3.6533 -0.7320  0.0571
C21 2.3270 3.0532 0.3599  -0.2399
C22 1.3996 2.1185 -0.4018  -0.3876
O2 0.5498 1.4099 0.1747  -0.6128
N2 1.6142 2.2057 -1.7184  0.1251
C23 2.6195 3.1168 -1.8664  0.2507
N3 3.0991 3.4403 -3.0567  -0.3204
H42 4.2591 4.8943 0.4313  0.4142
H43 3.9424 5.5154 -1.1826  0.4112
H44 5.1002 4.1753 -0.9488  0.3876
H45 1.7540 3.7917 0.9249  0.3424
H46 2.9714 2.5051 1.0511  0.2656
H47 2.7391 2.9813 -3.8755  0.2251
H48 3.8452 4.1056 -3.1784  0.2257

---

no.,total energy (eV),HOMO (eV)
1,-9929.878,-10.999
2,-7392.706,-9.442
3,-237732.351,-18.039